An isolated molecule of C6H13NOSi in a non-equilibrium geometry. Source: the Open Molecules 2025 dataset; level of theory: the ωB97M-V functional and the def2-TZVPD basis.

Properties
electronic energy = -655.86240 Eh
HOMO energy = -9.055 eV
SMILES = C[Si](C)(C)[C@@H]1N=CCO1
2S+1 = 1
energy above the lowest of the compared OMol25 structures with the same formula, charge and spin = 306.00 kJ/mol
max |F| = 0.0679 Eh/bohr

Last columns: bonded neighbours and bond lengths (Å).
Atoms and positions in Å:
1 C -0.61576 0.37289 1.70571  Si2 1.928, H10 1.029, H11 1.085, H12 1.087
2 Si -0.86928 -0.05509 -0.15743  C1 1.928, C3 1.904, C4 1.882, C5 1.834
3 C -1.98228 -1.56904 -0.46359  Si2 1.904, H13 1.084, H14 1.082, H15 1.131
4 C -1.65789 1.47685 -0.91553  Si2 1.882, H16 1.070, H17 1.085, H18 1.158
5 C 0.79956 -0.27227 -0.88674  Si2 1.834, N6 1.414, O9 1.508, H19 1.052
6 N 1.45835 -1.46319 -0.50181  C5 1.414, C7 1.245
7 C 2.45102 -1.07831 0.14400  N6 1.245, C8 1.513, H20 1.137
8 C 2.61510 0.42183 0.24838  C7 1.513, O9 1.405, H21 1.178, H22 1.029
9 O 1.57471 0.96879 -0.52048  C5 1.508, C8 1.405
10 H 0.34105 0.25951 2.06571  C1 1.029
11 H -0.90226 1.41915 1.74412  C1 1.085
12 H -1.23773 -0.29181 2.30050  C1 1.087
13 H -2.77756 -1.14330 0.13793  C3 1.084
14 H -2.29682 -1.70698 -1.48925  C3 1.082
15 H -1.80557 -2.55979 0.05178  C3 1.131
16 H -2.59944 1.80981 -0.53049  C4 1.070
17 H -1.02743 2.32407 -0.66493  C4 1.085
18 H -1.65469 1.51386 -2.07299  C4 1.158
19 H 0.87806 -0.18543 -1.93223  C5 1.052
20 H 3.29732 -1.73426 0.52601  C7 1.137
21 H 2.51496 0.74107 1.37800  C8 1.178
22 H 3.49660 0.75162 -0.16668  C8 1.029